(1)
This record from the Open Molecules 2025 dataset describes one molecule with the formula C14H23NO2. The level of theory is ωB97M-V with the def2-TZVPD basis set.

The geometry in XYZ format:
```
40
Properties=species:S:1:pos:R:3:forces:R:3:nbo_charge:R:1
C -5.4713 -1.0487 -0.3086 0.08 0.02 0.00 -0.622
C -4.6790 0.2098 -0.1365 0.12 -0.16 -0.02 -0.086
C -5.2851 1.4226 0.1335 0.11 -0.03 -0.01 -0.185
C -4.5394 2.5812 0.2866 0.02 0.17 0.03 -0.241
C -3.1659 2.5237 0.1650 -0.10 0.09 0.02 -0.199
C -2.5342 1.3194 -0.1035 0.23 -0.24 -0.09 -0.324
C -3.2802 0.1584 -0.2550 -0.22 0.15 0.03 0.374
O -2.7706 -1.0773 -0.5396 -0.38 0.15 0.04 -0.514
C -1.3744 -1.2672 -0.5904 0.42 -0.04 0.22 -0.061
C -0.7462 -1.3412 0.8043 -0.07 -0.11 -0.22 -0.424
C 0.7377 -1.7018 0.7706 -0.13 0.29 -0.09 -0.392
C 1.6146 -0.5981 0.1827 0.23 -0.36 0.18 -0.402
C 3.0968 -0.9494 0.2771 -0.25 0.11 -0.04 -0.203
N 3.9091 0.1420 -0.2274 -0.01 0.10 -0.21 -0.641
C 5.3376 -0.1166 -0.1774 0.25 0.20 -0.15 -0.244
C 6.0754 1.1514 -0.6058 -0.03 -0.37 -0.07 -0.060
O 5.7392 2.2363 0.2177 -0.11 0.31 0.26 -0.721
H -5.3084 -1.4596 -1.3039 -0.05 -0.11 -0.04 0.222
H -5.1422 -1.7992 0.4085 -0.05 -0.12 0.01 0.222
H -6.5326 -0.8611 -0.1691 -0.07 0.00 0.00 0.211
H -6.3610 1.4616 0.2264 -0.11 -0.03 0.00 0.207
H -5.0306 3.5186 0.4990 -0.04 0.08 0.02 0.212
H -2.5703 3.4175 0.2802 0.05 0.06 0.01 0.212
H -1.4593 1.3070 -0.1948 0.10 -0.05 0.00 0.213
H -0.9012 -0.4894 -1.2007 -0.05 -0.07 -0.01 0.170
H -1.2473 -2.2278 -1.0996 0.06 0.14 0.02 0.191
H -0.8820 -0.3881 1.3191 -0.03 -0.01 0.06 0.207
H -1.2893 -2.1008 1.3709 -0.06 0.05 0.01 0.213
H 0.8748 -2.6199 0.1943 0.04 -0.11 0.04 0.196
H 1.0675 -1.9012 1.7925 0.03 -0.09 0.00 0.207
H 1.3576 -0.4352 -0.8660 -0.02 0.09 -0.07 0.189
H 1.4440 0.3360 0.7209 -0.03 0.08 -0.03 0.206
H 3.2873 -1.8954 -0.2610 0.00 0.06 0.10 0.160
H 3.3717 -1.1047 1.3252 -0.04 -0.07 -0.03 0.188
H 3.6384 0.3483 -1.1866 0.03 -0.03 0.09 0.352
H 5.6501 -0.9647 -0.8103 -0.02 0.06 0.08 0.168
H 5.5957 -0.3496 0.8598 0.05 -0.01 -0.06 0.194
H 5.8281 1.3800 -1.6555 0.09 -0.09 0.04 0.145
H 7.1560 1.0131 -0.5275 -0.07 -0.04 -0.09 0.182
H 4.7889 2.1699 0.3850 0.03 -0.04 -0.01 0.478
```
Positions in Å, forces in eV/Å.

Computed properties:
- energy relative to the best compared isomer or geometry (same formula, charge and spin) (eV) = 0.0282
- strongest force on any atom (eV/Å) = 0.48
- multiplicity = 1
- orbital gap (eV) = 9.1
- highest occupied orbital energy (eV) = -8.3

***

(2)
This record from the Open Molecules 2025 dataset describes C14H24BF10N3O8PTi as an isolated structure in a non-equilibrium geometry. The level of theory is ωB97M-V with the def2-TZVPD basis set.

The geometry in XYZ format:
```
62
Properties=species:S:1:pos:R:3:forces:R:3:nbo_charge:R:1
Ti -0.0241 1.0317 0.9228 -1.00 0.42 0.92 1.589
O -0.0205 3.3570 0.9948 0.02 0.55 0.13 -0.749
C 0.6418 4.4054 0.3327 0.11 -0.05 -0.34 -0.059
C 1.7189 3.7940 -0.5845 -0.20 -0.01 0.34 -0.223
N 1.3228 2.4549 -0.9725 0.19 0.04 -0.45 -0.464
C 0.3078 2.4361 -2.0129 0.03 -0.31 0.17 -0.328
C -0.4555 1.0927 -1.9790 0.20 0.70 -0.87 0.811
O -0.7846 0.5768 -3.0429 -0.07 -0.09 0.23 -0.685
O -0.6881 0.6539 -0.8076 -0.74 -0.25 -1.21 -0.765
C 2.4289 1.5415 -1.2391 -0.18 -0.19 0.31 -0.338
C 2.5768 0.3715 -0.2246 0.75 0.15 -0.42 0.815
O 3.6036 -0.2897 -0.3160 -0.15 0.04 -0.03 -0.677
O 1.6253 0.1585 0.6003 0.86 -0.55 -0.11 -0.782
H -0.3592 3.6640 1.8577 -0.26 -0.04 -0.09 0.539
H -0.0843 4.9741 -0.2648 0.01 0.00 0.07 0.150
H 1.1064 5.0902 1.0477 0.00 -0.03 -0.01 0.184
H 1.8712 4.4548 -1.4559 0.08 -0.03 0.04 0.155
H 2.6504 3.7204 -0.0284 0.02 0.00 -0.04 0.218
H -0.4288 3.2191 -1.8116 0.02 0.00 0.00 0.216
H 0.7316 2.5938 -3.0159 -0.07 -0.01 0.02 0.176
H 2.3100 1.0803 -2.2258 0.01 -0.02 0.02 0.208
H 3.3879 2.0642 -1.2490 -0.02 -0.01 0.01 0.210
F 0.5288 1.3353 2.9619 0.47 0.18 0.00 -0.562
P 2.0074 2.0157 3.3961 0.87 0.42 1.08 2.615
F 1.7119 1.6417 4.9328 -0.26 0.10 -0.18 -0.578
F 2.2974 2.3849 1.8548 -0.05 -0.06 -0.12 -0.573
F 2.7230 0.5978 3.2028 -0.12 0.09 -0.10 -0.565
F 3.4108 2.7092 3.8089 0.00 -0.05 0.05 -0.594
F 1.2513 3.4338 3.5743 -0.06 -0.18 0.01 -0.581
C 0.4206 -1.8496 3.0419 -0.12 0.47 -0.10 -0.257
O -0.8383 -1.2067 2.8262 -0.93 -1.25 0.37 -0.573
C -1.0802 -0.6382 1.6097 0.23 1.01 -0.54 0.421
O -2.1783 -0.7019 1.0879 0.00 -0.68 0.92 -0.643
H 0.2444 -2.5570 3.8529 0.08 -0.05 -0.05 0.160
H 1.1768 -1.1298 3.3461 0.08 0.03 0.02 0.191
H 0.7411 -2.3597 2.1386 0.06 -0.08 0.06 0.215
F -1.7011 3.8581 3.0157 0.13 0.08 0.03 -0.573
B -2.6473 2.8765 2.6191 -0.18 0.07 -0.04 1.365
F -3.6679 3.4972 1.8946 0.02 -0.03 -0.02 -0.568
F -3.1436 2.2128 3.7249 0.05 0.00 -0.05 -0.553
F -1.9599 1.9579 1.7453 0.03 -0.03 0.09 -0.543
C 1.2061 -2.0254 -2.1194 0.05 -0.09 0.14 -0.417
N 0.0559 -2.9117 -2.1011 -0.04 0.21 -0.19 -0.464
C -0.6473 -3.0597 -3.3563 -0.06 -0.12 0.07 -0.209
C -1.4006 -4.3781 -3.3196 0.02 0.15 0.06 -0.410
C -2.4071 -4.3229 -2.1821 0.04 -0.03 -0.10 -0.187
N -1.8472 -3.7176 -0.9966 -0.12 0.17 -0.08 -0.466
C -2.7120 -3.7028 0.1663 0.22 -0.01 0.13 -0.413
C -0.6297 -3.0626 -0.9182 0.15 -0.44 0.33 0.810
O -0.1554 -2.7369 0.1581 -0.13 -0.19 -0.31 -0.657
H 0.9548 -1.0974 -2.6355 0.02 0.01 -0.04 0.202
H 1.4898 -1.7980 -1.0971 0.04 -0.05 0.01 0.266
H 2.0405 -2.5186 -2.6269 0.02 0.07 0.00 0.172
H 0.0992 -3.0587 -4.1537 -0.03 0.01 -0.02 0.192
H -1.3307 -2.2174 -3.5290 0.04 0.02 -0.05 0.207
H -0.6808 -5.1794 -3.1360 0.00 -0.03 -0.07 0.198
H -1.9064 -4.5644 -4.2695 -0.04 -0.06 0.03 0.197
H -2.7428 -5.3389 -1.9298 -0.04 0.04 -0.02 0.174
H -3.2984 -3.7628 -2.5007 0.02 0.01 0.01 0.173
H -2.6405 -4.6368 0.7385 -0.02 -0.02 -0.04 0.162
H -3.7484 -3.5669 -0.1533 0.02 0.02 -0.04 0.176
H -2.4343 -2.8662 0.8021 -0.07 0.00 0.07 0.286
```
Positions in Å, forces in eV/Å.

Computed properties:
- energy relative to the best compared isomer or geometry (same formula, charge and spin) (eV) = 2.1911
- strongest force on any atom (eV/Å) = 1.60
- multiplicity = 2
- orbital gap (spin up / spin down) (eV) = 5.9 / 6.4
- charge = -2
- highest occupied orbital energy (spin up / spin down) (eV) = -1.4 / -1.9

***

(3)
This record from the Open Molecules 2025 dataset describes C14H24ClI2OP2Sm as an isolated structure in a non-equilibrium geometry. The level of theory is ωB97M-V with the def2-TZVPD basis set.

The geometry in XYZ format:
```
45
Properties=species:S:1:pos:R:3:forces:R:3:nbo_charge:R:1
I -2.3309 -0.1305 -3.0209 0.84 0.13 0.86 -0.409
I -0.9885 -3.2939 -0.1045 -0.01 0.83 -0.23 -0.264
Sm -0.5568 -0.3874 -0.5883 -1.33 -1.36 -1.77 1.110
P 2.0944 -0.9958 -1.4269 1.05 -0.29 -0.78 0.745
C 3.2697 -2.1758 -0.7032 0.00 -0.15 0.56 -0.927
C 1.5462 -1.9076 -2.9098 -0.18 -0.03 -0.18 -0.943
H 2.4586 -2.1995 -3.4452 -0.28 -0.06 0.00 0.261
H 3.9932 -0.3579 -2.7839 -0.23 0.35 0.27 0.267
H 0.9229 -1.2880 -3.5634 0.13 -0.02 0.05 0.269
H 2.7134 0.9080 -2.8312 0.21 -0.23 0.07 0.251
H 2.7400 -3.0707 -0.3547 0.12 0.13 -0.15 0.269
H 0.9579 -2.7923 -2.6414 0.22 0.11 -0.01 0.275
C 3.2612 0.2081 -2.1828 -0.29 0.31 0.08 -0.921
H 4.0180 -2.4481 -1.4644 -0.27 0.07 0.29 0.263
H 3.7709 0.7988 -1.4063 0.02 -0.27 -0.27 0.235
H 3.7736 -1.7332 0.1672 -0.02 -0.11 -0.25 0.246
P -2.1593 0.9856 1.3006 -0.95 1.22 0.92 0.744
C -2.5197 0.6198 3.0536 0.21 -0.42 0.18 -0.919
C -2.2766 2.8318 1.3498 0.25 -0.08 -0.34 -0.909
H -3.7468 0.9065 -0.5498 -0.04 0.02 0.28 0.280
H -4.5412 1.1085 1.0511 0.06 -0.20 -0.12 0.260
H -3.9258 -0.4946 0.5029 -0.05 0.15 0.09 0.269
C -3.7490 0.5871 0.4998 -0.08 -0.11 -0.25 -0.941
H -2.1763 3.2284 0.3252 -0.18 -0.03 0.39 0.251
H -3.2697 3.0948 1.7642 0.59 -0.01 -0.21 0.264
H -3.4279 1.1819 3.3450 0.48 -0.32 -0.08 0.261
H -1.6659 0.8986 3.6961 -0.44 -0.06 -0.23 0.240
H -1.4686 3.2667 1.9641 -0.41 -0.17 -0.12 0.220
H -2.6947 -0.4635 3.1678 -0.01 0.43 0.06 0.266
C 0.4518 -1.3422 1.5464 1.27 -2.19 2.69 0.420
O 0.8546 -1.9843 2.4122 -0.88 1.90 -2.04 -0.450
Cl 1.3385 0.8575 3.5067 0.23 0.26 0.31 0.151
C 1.3949 2.5244 3.1516 0.08 -0.27 0.83 0.095
C 1.3223 3.4468 4.1783 0.02 -0.38 0.11 -0.263
C 1.1669 4.8059 3.8768 0.61 -0.84 0.00 0.035
C 1.1569 5.2112 2.5363 -0.10 0.36 -1.12 -0.238
C 1.2934 4.3126 1.4976 -0.33 0.83 0.23 -0.044
C 1.4532 2.9184 1.7710 -0.35 -1.53 -1.19 -0.178
C 1.6384 1.9750 0.7573 1.18 2.04 1.25 -0.093
H 1.3810 3.0873 5.2046 -0.18 0.17 -0.21 0.278
H 1.1186 5.5290 4.6902 -0.15 -0.09 -0.24 0.271
H 1.0356 6.2651 2.3162 0.05 -0.07 -0.06 0.270
H 1.2846 4.6339 0.4562 0.05 0.08 0.29 0.254
H 1.6713 2.3283 -0.2703 -0.22 -0.04 -0.04 0.232
H 2.0895 1.0031 0.9590 -0.70 -0.07 0.09 0.247
```
Positions in Å, forces in eV/Å.

Computed properties:
- energy relative to the best compared isomer or geometry (same formula, charge and spin) (eV) = 0.0000
- strongest force on any atom (eV/Å) = 3.69
- multiplicity = 6
- orbital gap (spin up / spin down) (eV) = 3.8 / 3.8
- charge = +2
- highest occupied orbital energy (spin up / spin down) (eV) = -13.9 / -13.9

***

(4)
This record from the Open Molecules 2025 dataset describes a 7-piece molecular cluster, C14H24F9NO8 overall in a non-equilibrium geometry. The level of theory is ωB97M-V with the def2-TZVPD basis set.

The geometry in XYZ format:
```
56
Properties=species:S:1:pos:R:3:forces:R:3:nbo_charge:R:1
C 1.4213 -3.3365 4.1380 -0.43 1.29 -2.20 -0.188
C 1.2043 -2.8005 3.0648 0.21 -1.76 1.87 -0.061
C 0.9001 -2.3421 1.7125 0.28 0.59 1.51 -0.505
C 1.5923 -0.9703 1.4164 -0.71 -0.53 -3.28 0.137
C 0.5218 -0.0159 0.8589 0.61 0.25 1.68 -0.408
C -0.5175 0.3631 1.9584 0.91 -0.38 -0.57 -0.505
C -1.9677 0.4353 1.4986 0.98 0.38 1.10 0.643
F -2.0283 0.5545 0.1631 -0.18 -0.39 -1.06 -0.333
F -2.4518 1.5972 1.9570 -0.59 0.76 0.45 -0.311
C -2.9272 -0.6833 2.0127 -0.49 0.13 -1.13 0.580
F -2.3478 -1.5168 2.8674 0.99 -0.61 0.36 -0.301
F -3.9165 -0.1085 2.6725 -0.90 0.64 0.48 -0.284
C -3.6233 -1.5385 0.9154 0.73 -0.71 1.18 0.552
F -4.3199 -0.7936 0.0957 -0.26 1.21 -1.28 -0.292
F -4.5163 -2.2779 1.5676 -0.59 -0.83 0.72 -0.293
C -2.7436 -2.5625 0.1659 -1.29 0.36 -0.91 0.918
F -3.5114 -3.1138 -0.7547 -0.66 -0.28 -0.85 -0.299
F -1.7177 -2.0204 -0.4475 1.06 0.59 -0.20 -0.305
F -2.3511 -3.5171 0.9483 0.88 -0.88 1.32 -0.286
C 2.6536 -1.2436 0.3316 1.03 -0.45 1.36 -0.392
C 3.7585 -1.8448 1.2486 -0.24 0.76 -0.24 -0.423
C 5.1650 -1.9503 0.6162 0.53 1.10 -1.13 0.745
O 5.4716 -1.0905 -0.2304 -0.88 0.57 0.09 -0.738
O 5.8220 -2.8770 1.0282 0.97 -1.83 1.19 -0.703
C 3.6666 -0.8803 2.3781 0.18 -0.95 -0.67 0.363
N 2.4694 -0.4310 2.4452 -1.20 0.72 0.64 -0.470
H 1.6027 -3.8074 5.0633 0.11 -0.13 0.40 0.245
H -0.1785 -2.2472 1.6654 -0.18 0.15 -0.16 0.240
H 1.1850 -3.0947 0.9898 0.20 -0.09 -0.17 0.263
H 0.1060 -0.5297 0.0023 -0.13 0.17 -0.17 0.251
H 1.0516 0.8887 0.5732 -0.17 0.12 -0.54 0.226
H -0.3617 -0.2899 2.8147 -0.49 -0.13 0.08 0.236
H -0.2605 1.3603 2.2997 -0.21 0.20 0.07 0.248
H 3.1713 -0.3584 -0.0373 -0.48 0.26 -0.39 0.257
H 2.3540 -1.8965 -0.4728 -0.19 -0.11 -0.15 0.238
H 3.5053 -2.8239 1.6597 0.06 -0.16 0.02 0.277
H 4.4634 -0.5687 3.0349 0.00 0.00 0.25 0.249
H 2.0682 0.2224 3.1060 0.55 0.01 0.32 0.429
O -0.7988 2.8601 -1.4956 -0.10 0.13 0.13 -0.972
H -1.6668 3.0322 -1.8852 0.04 -0.10 -0.15 0.497
H -0.9294 2.0542 -0.9829 -0.04 0.01 0.00 0.487
O -3.7359 0.2310 -2.8403 0.01 0.00 0.10 -0.937
H -4.3728 -0.2865 -3.3426 0.03 0.02 -0.07 0.472
H -4.0314 0.1503 -1.9290 -0.03 0.00 0.01 0.465
O -0.0460 1.5359 -3.9946 0.09 0.10 -0.03 -0.967
H 0.2114 2.1664 -4.6772 0.02 -0.11 -0.09 0.479
H -0.0632 2.0533 -3.1784 -0.05 -0.03 -0.07 0.478
O 0.3301 1.3895 -7.2795 -0.07 -0.02 0.08 -0.942
H -0.5310 1.5609 -7.6727 0.01 0.04 -0.02 0.468
H 0.1998 0.5848 -6.7661 0.05 0.02 0.05 0.475
O 1.8970 4.7601 -1.8175 0.04 -0.11 0.10 -0.940
H 1.1143 4.2687 -1.5466 -0.09 0.01 -0.09 0.472
H 2.5244 4.0826 -2.0889 0.03 0.04 -0.03 0.467
O -1.5188 5.8748 -1.4605 -0.10 -0.10 0.09 -0.939
H -1.3054 4.9882 -1.1512 0.14 0.02 0.03 0.467
H -1.4946 6.4152 -0.6652 0.01 0.07 -0.05 0.469
```
Positions in Å, forces in eV/Å.

Computed properties:
- strongest force on any atom (eV/Å) = 3.40
- multiplicity = 1
- orbital gap (eV) = 7.1
- highest occupied orbital energy (eV) = -8.2